i:
Below is 2 unconnected molecules or ions with the total composition C4H7N3O5, with properties calculated with the ωB97M-V functional and the def2-TZVPD basis.

Summary:
LUMO level, hartree: -0.11037
Spin multiplicity: 1
Orbital gap, Eh: 0.15978
Highest occupied orbital energy, eV: -7.351

Geometry (Å):
O1 2.82 0.38 1.69
N1 2.26 0.11 0.63
O2 0.98 -0.30 0.85
C1 0.14 0.16 -0.31
C2 -1.50 0.14 0.02
C3 -1.37 1.06 1.41
C4 -0.38 2.22 0.71
N2 0.44 1.66 -0.28
H1 0.54 -0.48 -1.20
H2 -1.91 0.84 -0.83
H3 -2.03 -0.90 0.12
H4 -2.42 1.55 1.54
H5 -0.98 0.52 2.37
H6 -0.41 3.35 0.98
H7 1.13 2.14 -0.91
N3 0.68 -3.11 -1.69
O3 1.47 -4.01 -2.03
O4 0.49 -2.14 -2.44
O5 0.07 -3.19 -0.61

ii:
Below is 2 unconnected molecules or ions with the total composition C4H7N3O5, with properties calculated with the ωB97M-V functional and the def2-TZVPD basis.

Summary:
LUMO level, hartree: 0.01421
Spin multiplicity: 1
Orbital gap, Eh: 0.35818
SMILES: N/C(O)=N\N=C=O.O=C(O)CO
Highest occupied orbital energy, eV: -9.360

Geometry (Å):
N1 -0.73 2.68 -0.24
C1 -0.96 1.40 0.16
O1 -2.18 1.05 0.57
N2 0.05 0.60 0.35
N3 1.30 1.12 0.01
C2 2.41 0.73 0.21
O2 3.55 0.59 0.17
H1 0.26 2.88 -0.35
H2 -1.14 3.01 -1.07
H3 -2.04 0.19 0.94
O3 -1.41 -1.24 1.36
C3 -0.39 -1.38 0.67
O4 0.79 -1.69 1.14
C4 -0.44 -1.59 -0.89
O5 0.77 -1.51 -1.68
H4 0.60 -1.78 2.06
H5 -1.00 -0.95 -1.47
H6 -0.81 -2.55 -0.97
H7 1.37 -1.54 -0.95

Going by the energies, ii is most stable and the next is 217.7 kcal/mol up.

i:
Below is 2 unconnected molecules or ions with the total composition C2H5ClOS, with properties calculated with the ωB97M-V functional and the def2-TZVPD basis.

Summary:
LUMO level, hartree: -0.02079
Spin multiplicity: 1
Orbital gap, Eh: 0.31679
Highest occupied orbital energy, eV: -9.186

Geometry (Å):
C1 -1.30 -0.88 0.33
C2 0.62 0.82 -0.48
O1 1.60 1.72 -0.34
S1 -0.60 0.70 0.72
Cl1 1.90 -1.21 0.08
H1 -2.28 -1.01 0.85
H2 -0.66 -1.73 0.52
H3 -1.51 -0.61 -0.82
H4 0.45 0.50 -1.50
H5 1.79 1.70 0.65

ii:
Below is 2 unconnected molecules or ions with the total composition C2H5ClOS, with properties calculated with the ωB97M-V functional and the def2-TZVPD basis.

Summary:
LUMO level, hartree: -0.00476
Spin multiplicity: 1
Orbital gap, Eh: 0.32777
Highest occupied orbital energy, eV: -9.049

Geometry (Å):
C1 -0.21 -1.72 -0.94
C2 -1.24 -0.75 -1.05
O1 -0.19 1.72 1.74
S1 -1.03 0.77 -1.63
Cl1 1.50 -1.35 -1.61
H1 -0.51 -2.64 -1.44
H2 -0.06 -1.93 0.12
H3 0.66 1.47 2.14
H4 -0.01 2.37 1.07
H5 0.31 0.80 -1.96

Going by the energies, i is most stable and the next is 22.7 kcal/mol up.

i:
Below is a gas-phase ion, C5H6N (charge +1), with properties calculated with the ωB97M-V functional and the def2-TZVPD basis.

Summary:
LUMO level, hartree: -0.21869
Spin multiplicity: 1
Orbital gap, Eh: 0.33693
Net charge: +1
SMILES: C=C=[N+]=CC=C
Highest occupied orbital energy, eV: -15.119

Geometry (Å):
C1 2.30 0.10 -0.15
C2 1.03 -0.14 0.11
N1 0.26 -1.17 0.10
C3 -0.99 -1.17 -0.10
C4 -1.79 0.09 -0.07
C5 -1.08 1.19 0.13
H1 2.86 -0.84 0.07
H2 2.97 0.98 -0.31
H3 -1.50 -2.13 0.04
H4 -2.87 -0.09 -0.35
H5 -0.05 0.97 0.44
H6 -1.15 2.22 0.11

ii:
Below is a gas-phase ion, C5H6N (charge +1), with properties calculated with the ωB97M-V functional and the def2-TZVPD basis.

Summary:
LUMO level (alpha / beta), hartree: -0.23729 / -0.23731
Spin multiplicity: 1
Orbital gap (alpha / beta), Eh: 0.31373 / 0.31371
Net charge: +1
Highest occupied orbital energy (alpha / beta), eV: -14.994 / -14.994

Geometry (Å):
C1 -0.55 1.17 0.09
C2 -1.78 0.73 -0.23
C3 -1.81 -0.65 0.37
C4 -0.51 -0.45 -0.51
C5 1.87 0.48 0.06
N1 0.48 0.39 0.09
H1 -1.51 -0.72 1.47
H2 -2.41 -1.42 0.02
H3 -0.30 -0.95 -1.49
H4 1.99 1.18 -0.83
H5 2.26 0.71 1.05
H6 2.28 -0.47 -0.09

Going by the energies, i is most stable and the next is 71.7 kcal/mol up.

i:
Below is a single C2H3FO molecule, with properties calculated with the ωB97M-V functional and the def2-TZVPD basis.

Summary:
LUMO level, hartree: 0.03173
Spin multiplicity: 1
Orbital gap, Eh: 0.45589
SMILES: CC(=O)F
Highest occupied orbital energy, eV: -11.542

Geometry (Å):
C1 0.22 0.04 0.00
C2 1.69 0.17 0.00
O1 2.38 1.12 0.00
F1 2.28 -1.07 0.00
H1 -0.09 -0.51 -0.89
H2 -0.09 -0.54 0.87
H3 -0.25 1.02 0.02

ii:
Below is 2 unconnected molecules or ions with the total composition C2H3FO, with properties calculated with the ωB97M-V functional and the def2-TZVPD basis.

Summary:
LUMO level, hartree: 0.04087
Spin multiplicity: 1
Orbital gap, Eh: 0.48764
Highest occupied orbital energy, eV: -12.157

Geometry (Å):
C1 -1.57 -1.52 -2.18
C2 0.47 0.59 0.84
O1 -0.47 -1.19 -2.13
F1 -0.80 0.21 1.15
H1 1.11 -0.24 0.68
H2 0.45 1.03 -0.08
H3 0.83 1.12 1.71

Going by the energies, i is most stable and the next is 31.0 kcal/mol up.